1.
The following is a quantum chemistry calculation of C3H2N4O as an isolated structure, from the OMol25 dataset.

```
10
C3H2N4O, DFT ωB97M-V with the def2-TZVPD basis set
C -1.37 -0.71 1.13
C -0.15 -0.49 -0.50
C 0.04 0.55 0.42
H -2.08 -1.10 1.85
H 2.32 0.82 -1.37
N -1.11 -1.33 -0.04
N 0.73 -0.42 -1.52
N 1.30 0.82 -1.38
N -0.67 0.45 1.46
O 0.97 1.40 -0.05
```

Summary:
net charge	0
electronic energy	-11147.64418	eV
frontier orbital gap	0.332	hartree
ΔE to the lowest compared entry with this formula, charge and spin	1.628	eV
spin multiplicity	1

Atomic partial charges in e from the Mulliken method, atoms 1 to 5:
1. C -0.12
2. C 0.65
3. C 0.68
4. H 0.39
5. H 0.28


2.
The following is a quantum chemistry calculation of C25H43F3O3P2RhS as an isolated structure, from the OMol25 dataset.

```
78
C25H43F3O3P2RhS, DFT ωB97M-V with the def2-TZVPD basis set
Rh 0.31 0.48 -0.77
C 0.59 0.15 1.35
C 1.73 0.72 0.73
C -0.08 2.12 0.36
C -0.53 0.98 1.08
C 1.33 1.97 0.14
C 0.59 -1.00 2.31
H 1.47 -1.64 2.20
H -0.31 -1.62 2.18
H 0.57 -0.62 3.34
C -1.92 0.70 1.58
H -1.96 -0.28 2.05
H -2.63 0.68 0.74
H -2.25 1.44 2.31
C -0.97 3.19 -0.22
H -1.10 4.07 0.41
H -1.94 2.74 -0.40
H -0.55 3.50 -1.17
C 2.23 2.92 -0.60
H 2.47 3.83 -0.03
H 1.76 3.21 -1.54
H 3.17 2.41 -0.83
C 3.13 0.21 0.85
H 3.67 0.79 1.61
H 3.68 0.28 -0.09
H 3.13 -0.83 1.18
C -1.05 -1.69 -1.40
C -0.09 -2.55 -0.95
C 1.26 -2.74 -1.53
C 1.68 -1.84 -2.75
C 1.64 -0.36 -2.59
C 0.62 0.52 -3.00
C -0.82 0.16 -3.27
C -1.28 -1.25 -2.83
H 1.42 -3.77 -1.88
H 1.17 -2.18 -3.65
H 1.96 -2.54 -0.71
H -0.90 -2.01 -3.53
H -1.95 -1.63 -0.78
H -0.22 -3.03 0.02
H -2.36 -1.26 -2.99
H -1.47 0.92 -2.78
H 0.90 1.53 -3.34
H -1.05 0.28 -4.36
H 2.72 -2.12 -2.90
H 2.64 0.09 -2.49
P -0.71 -1.27 -5.94
P -0.63 1.72 -6.68
C -0.78 -0.88 -7.75
C -1.30 0.54 -7.99
H -1.46 -1.62 -8.22
H 0.24 -0.99 -8.16
H -0.97 0.91 -8.98
H -2.41 0.58 -7.94
C -1.48 3.12 -7.53
H -1.17 4.06 -7.06
H -2.56 2.99 -7.43
H -1.20 3.12 -8.60
C 1.01 1.95 -7.53
H 0.87 1.97 -8.62
H 1.69 1.14 -7.26
H 1.44 2.90 -7.19
C -2.46 -1.88 -5.88
H -2.70 -2.37 -4.93
H -2.58 -2.58 -6.72
H -3.13 -1.02 -6.03
C 0.29 -2.81 -6.15
H 1.24 -2.52 -6.62
H -0.26 -3.50 -6.81
H 0.50 -3.29 -5.18
F -2.28 -2.84 4.33
C -2.16 -3.94 3.52
F -0.83 -4.20 3.37
F -2.74 -4.98 4.13
S -2.92 -3.55 1.85
O -2.67 -4.75 1.07
O -4.30 -3.25 2.18
O -2.11 -2.39 1.44
```

Summary:
net charge	+1
electronic energy	-73325.48723	eV
frontier orbital gap (spin up / spin down)	0.234 / 0.101	hartree
ΔE to the lowest compared entry with this formula, charge and spin	1.566	eV
spin multiplicity	5

Atomic partial charges in e from the Mulliken method, atoms 1 to 5:
1. Rh -0.16
2. C 0.75
3. C 0.84
4. C 0.69
5. C 0.40